Record 1
{"formula": "C15H33BrClO8PS", "method": "ωB97M-V/def2-TZVPD", "homo_ev": -9.27, "energy_ha": -4966.958465, "smiles": "CC[C@@H](Cl)[C@]1(P(O)Br)CCCS(=O)(=O)O1.COCCOC.COCCOC", "species": ["C", "C", "C", "Cl", "C", "P", "O", "Br", "C", "C", "C", "S", "O", "O", "O", "H", "H", "H", "H", "H", "H", "H", "H", "H", "H", "H", "H", "H", "C", "O", "C", "C", "O", "C", "H", "H", "H", "H", "H", "H", "H", "H", "H", "H", "C", "O", "C", "C", "O", "C", "H", "H", "H", "H", "H", "H", "H", "H", "H", "H"], "positions_angstrom": [[-1.1536, -0.0175, -3.6429], [0.2572, -0.4921, -3.2551], [1.0408, 0.3941, -2.2809], [2.6344, -0.4117, -2.0060], [1.2438, 1.8829, -2.6467], [1.4873, 2.0782, -4.5312], [2.7444, 1.0495, -4.7027], [2.5650, 4.0336, -4.6560], [2.2778, 2.5845, -1.7803], [2.0056, 2.3866, -0.2903], [0.6704, 3.0359, 0.0928], [-0.6874, 2.7596, -1.0270], [-1.3009, 1.5088, -0.6867], [-1.4780, 3.9405, -1.1042], [-0.0118, 2.6181, -2.4692], [-1.9036, -0.4464, -2.9815], [-1.2679, 1.0607, -3.6565], [-1.3810, -0.3701, -4.6501], [0.1662, -1.4557, -2.7576], [0.8614, -0.6836, -4.1427], [0.5673, 0.3534, -1.3048], [2.6580, 0.5818, -5.5477], [3.2916, 2.3104, -2.0631], [2.1708, 3.6514, -1.9787], [2.7937, 2.8797, 0.2786], [2.0185, 1.3384, 0.0045], [0.3001, 2.6796, 1.0541], [0.7756, 4.1195, 0.1424], [-1.4112, -5.2709, 0.8732], [-0.4349, -4.4467, 1.4796], [0.7092, -4.2264, 0.6700], [0.6791, -2.8659, 0.0144], [-0.3781, -2.7712, -0.9301], [-1.4903, -2.0322, -0.4533], [-2.2952, -5.2448, 1.5082], [-1.6764, -4.9137, -0.1253], [-1.0607, -6.3063, 0.8005], [0.7963, -5.0056, -0.0941], [1.5880, -4.2873, 1.3196], [1.6174, -2.7050, -0.5232], [0.5809, -2.0787, 0.7688], [-1.2412, -0.9674, -0.3730], [-1.8217, -2.3937, 0.5229], [-2.2998, -2.1557, -1.1715], [-0.0463, 1.7213, 5.2095], [-1.3940, 1.7318, 4.7841], [-1.5676, 2.1658, 3.4459], [-1.7909, 1.0096, 2.4980], [-0.6412, 0.1858, 2.3904], [-0.7168, -1.0174, 3.1347], [-0.0181, 1.2326, 6.1817], [0.5923, 1.1704, 4.5135], [0.3396, 2.7414, 5.3175], [-0.6990, 2.7495, 3.1194], [-2.4437, 2.8203, 3.4195], [-2.0087, 1.4030, 1.5000], [-2.6526, 0.4211, 2.8297], [-1.4493, -1.6977, 2.6892], [-0.9761, -0.8497, 4.1832], [0.2650, -1.4862, 3.0865]]}

***

Record 2
{"formula": "C15H33Cl16NO2", "method": "ωB97M-V/def2-TZVPD", "homo_ev": -8.61, "energy_ha": -8159.529583, "smiles": "CCCNCOCCOC.ClCCl.ClCCl.ClCCl.ClCCl.ClCCl.ClCCl.ClCCl.ClCCl", "species": ["C", "C", "C", "N", "C", "O", "C", "C", "O", "C", "H", "H", "H", "H", "H", "H", "H", "H", "H", "H", "H", "H", "H", "H", "H", "H", "H", "Cl", "C", "Cl", "H", "H", "Cl", "C", "Cl", "H", "H", "Cl", "C", "Cl", "H", "H", "Cl", "C", "Cl", "H", "H", "Cl", "C", "Cl", "H", "H", "Cl", "C", "Cl", "H", "H", "Cl", "C", "Cl", "H", "H", "Cl", "C", "Cl", "H", "H"], "positions_angstrom": [[-2.8843, 1.8239, 0.5211], [-2.9903, 0.2739, 0.3426], [-1.9720, -0.4231, 1.3437], [-1.5616, -1.7285, 0.7825], [-0.6468, -2.4420, 1.7039], [0.4290, -1.7054, 2.2469], [1.3261, -1.1984, 1.2778], [1.7385, 0.2416, 1.7861], [1.7854, 0.3092, 3.1934], [0.6438, 0.9494, 3.7447], [-1.8216, 2.1394, 0.4667], [-3.2698, 2.0872, 1.5281], [-3.4790, 2.3762, -0.2354], [-2.7244, 0.0587, -0.7266], [-4.0164, -0.1108, 0.4985], [-1.1231, 0.2742, 1.4556], [-2.4486, -0.5506, 2.3442], [-2.4088, -2.3102, 0.7992], [-0.2958, -3.4005, 1.2560], [-1.2575, -2.7375, 2.5959], [0.9304, -1.1884, 0.2480], [2.2746, -1.7858, 1.2495], [1.0694, 0.9847, 1.3171], [2.7587, 0.4253, 1.3916], [-0.1161, 0.1541, 3.9303], [0.1723, 1.6884, 3.0672], [0.8498, 1.3967, 4.7327], [-2.0297, 0.4245, -2.8645], [-0.4788, 1.1519, -3.2999], [0.5408, 1.4473, -1.8964], [0.0444, 0.4818, -3.9812], [-0.6701, 2.1041, -3.7875], [-0.9411, 0.7512, 6.5424], [-0.3227, -0.8900, 6.7623], [-1.5483, -1.9555, 7.4606], [-0.0243, -1.2842, 5.7943], [0.5333, -0.8553, 7.4285], [-4.4308, -3.9254, 2.5286], [-5.3145, -3.4989, 1.0576], [-4.2202, -2.8944, -0.1928], [-5.8241, -4.3810, 0.6831], [-6.0383, -2.7250, 1.2940], [0.0344, -0.7423, -5.9442], [-0.4957, 0.5311, -7.0506], [-2.1252, 0.2228, -7.6583], [-0.4918, 1.4798, -6.5215], [0.1908, 0.5729, -7.8900], [3.4650, 3.4720, -1.8109], [4.7702, 4.0370, -0.7638], [6.2939, 4.1796, -1.6524], [4.5037, 5.0105, -0.3651], [4.9016, 3.3274, 0.0481], [1.6235, 3.8546, -5.4552], [3.1445, 4.5753, -6.0019], [4.2220, 4.9270, -4.6474], [3.6427, 3.8797, -6.6705], [2.9214, 5.4989, -6.5262], [5.8630, 0.1491, -3.6299], [5.2829, 1.3607, -4.7775], [3.6367, 1.0029, -5.3184], [5.2883, 2.3332, -4.2937], [5.9414, 1.3703, -5.6407], [-2.8794, -7.4120, 4.1953], [-2.5741, -6.1395, 5.3835], [-2.2158, -4.5960, 4.6006], [-3.4563, -6.0206, 6.0045], [-1.7254, -6.4272, 5.9956]]}

***

Record 3
{"formula": "C15H33ClFeIO2P2", "method": "ωB97M-V/def2-TZVPD", "spin_multiplicity": 6, "homo_ev": [-14.95, -15.24], "energy_ha": -3445.355322, "total_charge": 2, "species": ["C", "C", "H", "H", "H", "O", "I", "Fe", "P", "C", "C", "H", "H", "H", "C", "H", "H", "H", "H", "H", "H", "C", "O", "Cl", "C", "C", "C", "P", "C", "C", "C", "C", "C", "C", "H", "H", "H", "H", "H", "H", "H", "H", "H", "H", "H", "H", "H", "H", "H", "H", "H", "H", "H", "H", "H"], "positions_angstrom": [[1.0626, 2.4231, -1.1740], [-0.2957, 3.0190, -0.9316], [1.8150, 3.1447, -0.8237], [1.1970, 2.1306, -2.2386], [1.1507, 1.4775, -0.6158], [-0.6598, 3.9699, -0.3472], [-3.8333, 0.6232, 0.4750], [0.5793, -0.7951, -1.4309], [-1.5594, 1.7470, -2.5892], [-2.9706, 2.7402, -1.9913], [-0.8958, 2.9798, -3.7856], [-1.7003, 0.0028, -4.3216], [-2.9049, 1.3469, -4.5825], [-3.2131, 0.0738, -3.3186], [-2.4442, 0.6668, -3.8421], [-0.0369, 2.5490, -4.3081], [-1.7157, 3.1906, -4.4793], [-3.3574, 3.3020, -2.8476], [-2.5888, 3.4094, -1.2189], [-0.6142, 3.8841, -3.2350], [-3.7334, 2.0731, -1.5407], [-1.3168, 0.6084, -0.0596], [-1.0515, 1.4861, 0.7316], [0.8644, -0.8163, -3.5470], [1.6456, 1.3831, 2.0129], [1.9844, -0.0726, 1.6402], [2.5844, -0.7791, 2.8464], [0.5405, -0.9404, 0.8978], [1.1893, -2.3603, -0.1505], [2.3376, -3.1135, 0.4887], [0.0333, -3.2113, -0.6979], [-0.5978, -1.5041, 2.2087], [-0.2217, -2.8157, 2.8832], [-0.8910, -0.4455, 3.3054], [0.8510, 1.4253, 2.7684], [1.3304, 1.9821, 1.1535], [2.5497, 1.8637, 2.4099], [2.7194, -0.0442, 0.8184], [1.9405, -0.7085, 3.7445], [2.8012, -1.8391, 2.6605], [3.5442, -0.2808, 3.0802], [1.6897, -1.8470, -1.0843], [2.0234, -3.5176, 1.4659], [2.6314, -3.9665, -0.1522], [3.2125, -2.4780, 0.6324], [-0.6862, -2.6295, -1.3057], [0.4600, -3.9905, -1.3509], [-0.5087, -3.6863, 0.1365], [-1.5277, -1.6168, 1.6370], [0.7428, -2.7298, 3.3926], [-0.9817, -3.0366, 3.6432], [-0.1903, -3.6554, 2.1899], [-1.1648, 0.5256, 2.8778], [-1.7635, -0.8096, 3.8612], [-0.0554, -0.3376, 4.0083]]}

***

Record 4
{"formula": "C15H33N3O12", "method": "ωB97M-V/def2-TZVPD", "homo_ev": -9.81, "energy_ha": -1658.170304, "smiles": "C[N+](=O)[O-].C[N+](=O)[O-].C[N+](=O)[O-].CCOC(C)=O.CCOC(C)=O.CCOC(C)=O", "species": ["C", "N", "O", "O", "H", "H", "H", "C", "N", "O", "O", "H", "H", "H", "C", "N", "O", "O", "H", "H", "H", "C", "C", "O", "C", "C", "O", "H", "H", "H", "H", "H", "H", "H", "H", "C", "C", "O", "C", "C", "O", "H", "H", "H", "H", "H", "H", "H", "H", "C", "C", "O", "C", "C", "O", "H", "H", "H", "H", "H", "H", "H", "H"], "positions_angstrom": [[-1.2518, 1.5195, 1.4841], [-1.5757, 0.2901, 0.7137], [-1.3161, -0.8060, 1.1815], [-2.1447, 0.3992, -0.3766], [-2.1684, 1.9660, 1.8694], [-0.7343, 2.1604, 0.7702], [-0.5387, 1.2795, 2.2727], [-6.6466, -1.6011, -0.5663], [-7.5646, -1.8358, -1.6739], [-8.1727, -2.8857, -1.7207], [-7.6608, -0.9707, -2.5637], [-7.2056, -1.6549, 0.3679], [-6.2376, -0.5908, -0.5753], [-5.8987, -2.3833, -0.6961], [0.7236, 6.1717, -3.5778], [1.7277, 7.3138, -3.5084], [2.7373, 7.2030, -4.1687], [1.5215, 8.2189, -2.6895], [1.0852, 5.3434, -4.1871], [-0.2501, 6.5324, -3.9091], [0.6452, 5.8428, -2.5415], [-4.2444, -8.0996, -3.5486], [-3.3011, -8.6339, -2.5528], [-2.5152, -7.4954, -2.1222], [-1.4881, -7.6721, -1.3330], [-0.8510, -6.4304, -0.8147], [-1.0259, -8.7879, -0.9411], [-3.7152, -7.8534, -4.4691], [-4.8829, -7.2958, -3.1822], [-4.9289, -8.9161, -3.7785], [-3.8520, -8.9613, -1.6711], [-2.6611, -9.4127, -2.9676], [-0.0271, -6.6051, -0.1228], [-1.6073, -5.8040, -0.3417], [-0.4279, -5.8845, -1.6580], [3.2147, -1.0940, -0.8129], [4.4357, -0.7434, 0.0759], [4.1053, -0.7239, 1.4717], [4.0076, -1.7503, 2.3335], [3.7327, -1.1609, 3.7216], [4.0482, -3.0111, 2.1106], [3.4918, -0.9302, -1.8543], [2.3539, -0.4509, -0.6300], [2.9150, -2.1331, -0.6762], [5.1812, -1.5047, -0.1537], [4.8413, 0.2030, -0.2818], [4.0321, -1.8459, 4.5148], [2.6560, -1.0212, 3.8183], [4.2447, -0.2069, 3.8477], [0.3614, 6.2326, 3.5869], [1.3196, 6.7430, 2.4912], [2.5768, 6.1943, 2.7816], [3.2576, 5.4030, 1.8927], [4.7563, 5.1666, 2.1774], [2.7679, 4.9089, 0.8911], [0.6049, 6.7930, 4.4895], [0.6020, 5.1949, 3.8180], [-0.6771, 6.3277, 3.2698], [0.9837, 6.4799, 1.4882], [1.3549, 7.8324, 2.4778], [5.3291, 5.7974, 1.4976], [4.9617, 4.1008, 2.0779], [4.9956, 5.5388, 3.1736]]}

***

Question: Which formula does entry 2 have?
Answer: C15H33Cl16NO2

***

Question: Which formula does entry 2 have?
Answer: C15H33Cl16NO2